{
  "formula": "C2H13N5",
  "method": "ωB97M-V/def2-TZVPD",
  "total_charge": 0,
  "e_homo_ha": [-0.2576, -0.2786],
  "orbital_gap_ev": [7.4, 8.5],
  "species": ["C", "N", "N", "N", "H", "H", "H", "H", "H", "H", "H", "C", "N", "N", "H", "H", "H", "H", "H", "H"],
  "positions_angstrom": [[-1.58998, -1.72945, 0.71591], [0.47010, -0.84350, -1.15920], [-1.10671, -0.41228, 0.38471], [1.41420, -1.76023, -1.73600], [-0.10538, -0.46147, -1.90259], [-0.43854, -0.10849, 1.09729], [0.90092, -2.49068, -2.22124], [1.90910, -2.19994, -0.96749], [-2.06108, -2.19218, -0.15476], [-2.35344, -1.66314, 1.50781], [-0.81117, -2.41909, 1.08182], [-0.21140, 2.34517, -0.22899], [0.99315, 1.66712, 0.08165], [1.05864, 1.43891, 1.44572], [0.93808, -0.02328, -0.71208], [2.00212, 1.19401, 1.71942], [0.69398, 2.19626, 2.02421], [-1.11655, 1.62846, 0.03668], [-0.28036, 2.51702, -1.30211], [-0.30569, 3.31679, 0.28926]],
  "forces_ev_per_a": [[0.16, -0.17, 0.14], [0.06, 0.29, 0.30], [-0.95, -0.04, 0.59], [0.72, 0.15, -0.44], [0.14, -0.06, 0.05], [-0.04, -0.33, -0.08], [-0.04, 0.07, 0.29], [-0.18, -0.09, -0.05], [-0.02, 0.06, 0.03], [0.07, 0.00, -0.09], [-0.12, 0.13, -0.06], [-2.13, -0.69, 0.15], [0.51, -0.22, 1.38], [0.37, 0.61, -0.83], [-0.04, -0.90, -0.89], [-0.08, -0.04, -0.05], [-0.10, -0.12, -0.08], [1.53, 1.53, -0.37], [0.18, 0.06, 0.00], [-0.03, -0.25, 0.01]]
}

{
  "formula": "C4H13N2OP",
  "method": "ωB97M-V/def2-TZVPD",
  "total_charge": 0,
  "e_homo_ha": [-0.2174, -0.3260],
  "orbital_gap_ev": [6.2, 9.7],
  "species": ["C", "C", "C", "C", "N", "N", "O", "P", "H", "H", "H", "H", "H", "H", "H", "H", "H", "H", "H", "H", "H"],
  "positions_angstrom": [[0.65368, -2.69621, 0.60360], [-2.62426, 2.24906, 0.03354], [2.88062, 1.32355, 0.01851], [-0.23960, -2.19034, -0.42525], [-2.23365, 0.84678, -0.01445], [1.75355, 0.70202, -0.65520], [-1.25541, -1.44271, 0.24971], [-1.03320, 0.09007, 0.76927], [1.43407, -3.43539, 0.12694], [1.41383, -1.94101, 1.00615], [0.03522, -3.15176, 1.45960], [-3.67878, 2.36771, 0.38102], [-1.94402, 2.87790, 0.80546], [-2.57028, 2.64785, -0.91967], [2.61423, 1.91195, 0.85697], [3.61761, 0.42219, 0.38959], [3.21296, 2.13547, -0.61661], [-0.73374, -2.88079, -1.01023], [0.22199, -1.59717, -1.21487], [-2.65472, 0.32130, -0.75401], [1.12987, 1.43953, -1.09006]],
  "forces_ev_per_a": [[3.45, -1.91, 1.27], [0.50, 0.31, 3.81], [0.28, -2.58, 0.02], [0.14, 2.40, -0.17], [-1.39, 0.74, -0.98], [-0.94, 0.45, -0.49], [-1.04, 0.80, -0.38], [2.25, -0.41, 1.50], [-1.76, 0.74, 0.98], [-1.58, -0.48, -0.36], [1.24, 0.45, -1.30], [0.74, -0.15, -0.08], [-1.44, -1.58, -1.91], [0.37, 1.10, -1.83], [-0.58, 0.26, 1.55], [-1.37, 2.71, -1.22], [1.25, -0.28, -0.57], [-1.28, -2.18, -0.62], [0.54, 0.56, 0.43], [-0.32, -0.19, -0.39], [0.95, -0.76, 0.75]]
}